{"formula": "C22H44FNO9S", "method": "wB97M-V/def2-TZVPD", "elements": ["C", "C", "C", "C", "C", "C", "C", "F", "C", "C", "C", "S", "O", "O", "O", "O", "C", "O", "C", "C", "C", "N", "H", "H", "H", "H", "H", "H", "H", "H", "H", "H", "H", "H", "H", "H", "H", "H", "H", "H", "H", "H", "H", "H", "H", "H", "H", "H", "H", "H", "O", "C", "O", "C", "C", "C", "H", "H", "H", "H", "H", "H", "H", "H", "O", "C", "O", "C", "C", "C", "H", "H", "H", "H", "H", "H", "H", "H"], "coordinates": [[-2.95, 2.50, 5.32], [-3.18, 3.60, 4.26], [-3.75, 2.97, 2.97], [-2.62, 2.34, 2.16], [-3.10, 1.23, 1.18], [-2.26, 1.29, -0.10], [-2.16, -0.01, -0.88], [-3.34, -0.27, -1.54], [-1.82, -1.24, 0.00], [-3.04, -2.11, 0.29], [-2.86, -3.12, 1.42], [-1.55, -4.29, 1.15], [-0.31, -3.65, 0.81], [-1.99, -5.31, 0.25], [-1.38, -4.91, 2.61], [-1.08, 0.06, -1.82], [-1.34, 0.67, -3.02], [-2.08, 1.62, -3.17], [-0.54, 0.06, -4.15], [-0.63, -1.47, -4.21], [0.71, -2.23, -4.38], [1.83, -1.51, -4.99], [-3.06, 1.52, 4.87], [-3.66, 2.56, 6.15], [-1.94, 2.55, 5.73], [-2.21, 4.02, 4.01], [-3.85, 4.36, 4.65], [-4.53, 2.25, 3.22], [-4.16, 3.79, 2.38], [-2.10, 3.10, 1.58], [-1.89, 1.93, 2.86], [-3.00, 0.29, 1.72], [-4.15, 1.45, 0.99], [-2.73, 2.02, -0.76], [-1.25, 1.61, 0.14], [-1.09, -1.82, -0.55], [-1.38, -0.86, 0.92], [-3.37, -2.58, -0.63], [-3.85, -1.46, 0.61], [-2.74, -2.65, 2.39], [-3.76, -3.72, 1.48], [-0.42, -4.90, 2.78], [-0.96, 0.48, -5.05], [0.48, 0.43, -4.03], [-1.28, -1.74, -5.04], [-1.09, -1.84, -3.29], [1.05, -2.61, -3.42], [0.54, -3.11, -5.00], [1.54, -0.93, -5.77], [2.20, -0.90, -4.27], [-0.35, 4.38, 3.54], [0.69, 4.80, 3.97], [0.71, 6.02, 4.54], [1.85, 6.55, 5.22], [2.84, 7.19, 4.27], [1.98, 4.02, 3.82], [2.31, 5.78, 5.85], [1.45, 7.30, 5.90], [3.25, 6.46, 3.56], [3.67, 7.63, 4.82], [2.35, 7.97, 3.69], [2.37, 4.20, 2.82], [1.74, 2.97, 3.92], [2.74, 4.27, 4.55], [4.98, -7.23, -6.02], [4.74, -6.34, -5.26], [4.13, -5.23, -5.72], [3.66, -4.18, -4.87], [4.76, -3.20, -4.53], [5.17, -6.40, -3.81], [3.17, -4.59, -3.98], [2.89, -3.67, -5.44], [5.56, -3.68, -3.97], [4.37, -2.38, -3.93], [5.20, -2.79, -5.44], [6.22, -6.10, -3.74], [5.07, -7.42, -3.47], [4.58, -5.77, -3.14]], "total_energy_ha": -2094.63343, "e_homo_ev": -9.72, "smiles": "CCCCCC[C@](F)(CCCS(=O)(=O)O)OC(=O)CCCN.CCOC(C)=O.CCOC(C)=O"}

{"formula": "C2H4Br2N2O2", "method": "wB97M-V/def2-TZVPD", "elements": ["C", "C", "N", "N", "O", "O", "Br", "Br", "H", "H", "H", "H"], "coordinates": [[2.49, 0.30, -0.50], [-2.83, -0.51, 1.62], [0.51, 0.56, -1.73], [-0.69, 0.57, -1.72], [-1.65, 0.37, -0.96], [1.09, 0.24, -0.51], [-3.09, -2.36, 1.65], [-2.18, 0.31, 3.14], [2.76, 0.04, -1.55], [2.88, -0.50, 0.17], [3.01, 1.26, -0.17], [-2.32, -0.28, 0.55]], "total_energy_ha": -5486.35579, "e_homo_ev": [-10.33, -8.32]}